One molecule with the formula C20H29FN2. Source: OMol25; level of theory: ωB97M-V/def2-TZVPD.

Last column: Mulliken charge in e.
CARTESIAN COORDINATES (ANGSTROEM)
F1 -5.87779 -0.81767 -0.11582  -0.358
N1 -0.26957 -0.06020 0.09973  0.189
N2 1.29778 -2.56051 -0.57588  0.343
C1 -3.51096 -0.55098 0.40788  -0.260
C2 1.54285 -1.65092 0.54702  -0.056
C3 -2.47943 0.10429 0.57925  0.811
C4 2.86579 -2.14728 1.24351  -1.124
C5 2.26293 2.93981 -1.18399  -0.484
C6 -3.80885 1.97447 -0.13052  -0.565
C7 -4.67419 -0.06012 -0.04058  0.063
C8 -0.28013 -0.97248 -1.21294  -0.491
C9 2.42838 -2.52584 -1.14861  -0.778
C10 -4.98297 1.16540 -0.18563  -0.138
C11 1.42224 2.03005 -0.28748  -1.200
C12 -1.30935 -0.26414 1.13321  -0.935
C13 4.29830 1.99904 0.22300  -0.910
C14 1.26813 -0.28052 0.74423  -0.633
C15 0.05299 -2.19908 -1.03496  -1.522
C16 -2.56272 1.31350 0.14126  -0.111
C17 3.76380 -2.17895 -0.35165  -1.008
C18 3.37784 1.23411 0.86010  -0.552
C19 3.53357 3.42456 -0.27638  -1.477
C20 2.14400 0.50290 0.02761  -0.689
H1 2.90357 1.51306 1.91983  0.295
H2 3.42321 -1.54980 1.97909  0.441
H3 -3.83452 3.13898 -0.51713  0.217
H4 0.47650 1.71432 -0.90642  0.157
H5 2.54764 -3.49849 -1.73054  0.400
H6 -1.66004 2.04127 0.41162  0.035
H7 0.76690 -2.18816 1.47399  0.183
H8 3.78056 0.27071 1.41870  0.024
H9 5.00803 2.40531 0.87748  0.441
H10 4.18018 4.00111 -0.51953  0.987
H11 -1.13927 0.06447 2.12754  0.420
H12 4.13618 -1.35918 -0.58878  0.506
H13 2.50533 -1.85455 -1.97596  0.376
H14 1.08355 -0.10904 1.82513  0.535
H15 1.77649 4.07487 -1.25880  0.281
H16 3.19276 3.87870 0.69860  0.296
H17 -3.64213 -1.65366 0.61081  0.338
H18 0.12300 -2.80552 -2.04115  0.441
H19 2.94736 -3.13620 1.55979  0.459
H20 0.50805 -0.43121 -1.75314  0.331
H21 -0.57486 -2.89025 -0.51012  0.411
H22 -1.36889 -1.49301 1.24039  0.154
H23 1.03122 2.32221 0.60132  0.805
H24 4.72148 1.47974 -0.59425  0.373
H25 2.39477 0.20479 -0.87284  1.392
H26 4.35495 -3.04905 -0.22749  0.395
H27 -1.29701 -0.54232 -1.55658  0.645
H28 -5.83577 1.73595 -0.84328  0.246
H29 2.63956 2.52038 -2.17287  0.301

Calculated values
Charge   0
2S+1   1
Max |F|   14.26 eV/Å
HOMO   -0.293 Ha
SMILES   Fc1cccc(CN2CCN3CCC[C@H]3[C@H]2C2CCCCC2)c1



C20H29GeN3OPd as an isolated structure. Source: OMol25; level of theory: ωB97M-V/def2-TZVPD.

Last column: Mulliken charge in e.
CARTESIAN COORDINATES (ANGSTROEM)
Pd1 1.58927 -0.31445 0.47727  0.588
Ge1 -0.73576 -0.19538 -0.25320  0.735
O1 5.10375 -1.19580 2.53470  -0.745
N1 3.60457 -0.41325 0.92068  -0.402
N2 1.54123 -1.26083 2.32296  -0.137
N3 2.36436 0.48631 -1.24588  -0.169
C1 1.67722 0.96733 -2.32844  1.612
C2 2.76495 -1.52654 2.79292  0.746
C3 0.59507 -2.35129 4.24587  -0.774
C4 2.28965 1.52480 -3.44024  -0.810
C5 0.48127 -1.64350 3.09755  -0.004
C6 -1.46910 1.64817 -0.60390  -1.491
C7 4.53635 -0.02115 -0.09317  -0.556
C8 3.73503 0.56445 -1.27107  0.349
C9 3.69894 1.54611 -3.45168  -0.346
C10 -1.97622 2.92466 -4.27121  -1.577
C11 -4.48317 -1.78780 1.14454  -0.660
C12 4.40638 1.08581 -2.35428  -0.725
C13 1.89093 -2.68231 4.68268  -0.199
C14 -3.49213 -0.93265 0.40277  -0.369
C15 -2.06271 -1.03145 0.91824  -1.292
C16 -2.27354 1.87000 -1.87068  -0.304
C17 -1.36996 2.43341 -2.95583  0.076
C18 3.99843 -1.03578 2.04483  -0.280
C19 -4.76754 -1.41246 2.62723  -1.120
C20 2.97122 -2.28245 3.91546  -0.639
H1 -3.77921 0.12020 0.32716  0.267
H2 2.11925 -3.30393 5.54963  0.404
H3 -5.28425 -0.43887 2.68642  0.281
H4 0.61969 1.04708 -2.14150  -1.516
H5 -0.60054 1.68376 -3.13991  0.108
H6 -4.16772 -2.80830 1.20317  0.359
H7 -1.98075 -0.46841 1.85894  0.438
H8 5.26421 0.74691 0.16662  0.383
H9 -0.87339 3.31709 -2.56022  0.323
H10 -0.63235 2.34952 -0.53288  0.621
H11 -3.84373 -1.30523 3.19273  0.255
H12 -0.31763 -2.68893 4.80573  0.349
H13 -5.46263 -1.75808 0.61938  0.334
H14 -1.17188 3.34916 -4.85399  0.393
H15 -0.93396 -0.82144 -1.73521  -0.047
H16 -3.15881 2.52579 -1.72773  0.318
H17 -1.84880 -2.05901 1.19260  0.564
H18 -3.46622 -1.30959 -0.62283  0.303
H19 -0.44734 -1.27059 2.73176  0.372
H20 4.28397 1.89861 -4.29369  0.401
H21 -2.42553 2.09878 -4.83309  0.339
H22 -2.72480 3.67840 -4.16768  0.402
H23 5.15915 -0.81663 -0.54202  0.356
H24 3.94120 -2.38574 4.31945  0.475
H25 -5.40601 -2.19293 3.03954  0.359
H26 -2.58361 0.85055 -2.19159  0.253
H27 1.73415 1.98977 -4.24336  0.432
H28 -2.14007 1.81161 0.24847  0.603
H29 5.50907 1.19649 -2.34408  0.364

Calculated values
Charge   0
2S+1   1
Max |F|   2.17 eV/Å
HOMO   -0.295 Ha



C20H29N3O3S as an isolated structure. Source: OMol25; level of theory: ωB97M-V/def2-TZVPD.

Last column: Mulliken charge in e.
CARTESIAN COORDINATES (ANGSTROEM)
S1 -0.73338 -1.32110 2.90965  -0.140
O1 5.23677 -0.91035 0.97088  -0.399
O2 -3.54656 1.23832 1.84051  -0.698
O3 -4.48455 -2.52768 1.19778  -0.455
N1 -2.30339 -2.14202 0.67409  0.232
N2 -1.24200 1.31536 1.83194  -0.179
N3 -0.14727 -1.60945 0.16877  -0.107
C1 0.68994 2.94739 -4.18429  -1.299
C2 -0.93434 -1.61426 1.17231  -0.081
C3 -0.64518 2.41754 -0.39476  -0.911
C4 1.28206 -1.45631 0.50391  -0.598
C5 3.32211 -1.91155 1.83416  -0.891
C6 4.02156 -1.22883 0.79881  0.795
C7 -2.41865 -2.48313 -0.72053  -0.888
C8 6.02939 -1.37428 1.84101  -0.806
C9 1.81670 -2.27925 1.61693  -1.101
C10 -1.66855 1.31546 -1.29625  0.701
C11 -2.36121 0.72841 2.16533  0.306
C12 3.45323 -0.48610 -0.05078  -1.027
C13 0.71533 1.66972 -3.32065  -0.268
C14 -1.66764 1.42861 -2.63071  -0.121
C15 1.98688 -0.77802 -0.26346  0.997
C16 -0.54817 0.73021 -3.21431  -0.695
C17 -1.10059 2.82278 1.05358  -1.543
C18 -3.50252 -2.00449 1.31887  0.720
C19 -3.31004 -1.53209 2.90367  -1.016
C20 -2.19023 -0.52266 3.27148  0.067
H1 -2.14829 -1.70685 -1.36116  0.058
H2 1.39790 -2.91673 2.12182  1.193
H3 -2.04210 3.16094 1.21343  0.514
H4 -0.44699 1.17083 2.19644  0.229
H5 0.36071 2.04213 -0.39453  0.321
H6 -1.79165 -3.51842 -0.84850  0.273
H7 -0.57227 3.17474 -0.89799  0.995
H8 -0.53243 0.56781 -4.26055  0.532
H9 -0.44381 3.39060 1.52815  0.539
H10 -1.84792 2.59601 -2.97030  0.218
H11 -2.11070 -0.07637 4.29081  0.468
H12 -1.49861 0.35072 -0.81174  -0.910
H13 -2.72175 1.60850 -0.77905  0.308
H14 5.66024 -1.08680 2.98631  0.242
H15 7.05456 -1.25554 1.97410  0.345
H16 3.76018 -2.58361 2.61201  0.289
H17 6.12347 -2.46717 1.95133  0.336
H18 0.39814 2.70209 -5.24911  0.270
H19 1.53506 -0.18099 -1.07732  -0.005
H20 -3.47664 -2.94489 -0.55617  0.432
H21 -0.04404 3.67173 -3.66992  0.237
H22 -3.34049 -2.20962 3.68106  0.489
H23 -0.19660 -0.21728 -2.78936  0.277
H24 1.56260 3.55907 -4.25895  0.429
H25 1.10839 1.92684 -2.32057  0.023
H26 1.49888 0.93250 -3.68613  0.427
H27 -2.52777 0.77030 -2.93915  0.161
H28 3.86726 -0.22151 -0.88185  0.499
H29 -4.33504 -0.67123 3.19897  0.218

Calculated values
Charge   0
2S+1   1
Max |F|   16.44 eV/Å
HOMO   -0.319 Ha



C20H29N3OS as an isolated structure. Source: OMol25; level of theory: ωB97M-V/def2-TZVPD.

Last column: Mulliken charge in e.
CARTESIAN COORDINATES (ANGSTROEM)
S1 2.80938 -2.99796 -1.19295  -0.152
O1 -3.04967 0.93593 3.58345  -0.415
N1 -1.48001 0.45947 1.28099  0.367
N2 2.95325 -0.43975 -0.41570  -0.340
N3 0.89108 -1.34590 1.64190  -0.072
C1 2.67866 -1.72474 0.02084  0.455
C2 3.71307 0.77222 -2.46427  1.781
C3 -4.01006 0.61237 -2.59762  -1.004
C4 3.47966 -0.39279 -1.76538  -0.779
C5 -0.72716 0.43239 3.54173  -0.823
C6 -3.89006 1.74426 -0.01968  -0.700
C7 -0.29650 -1.50507 0.39437  -1.283
C8 4.66437 0.78869 -3.50525  -1.878
C9 -1.34572 1.52368 0.09280  -0.907
C10 3.51233 -1.50683 -2.39175  -0.278
C11 -2.81179 1.39646 -0.73641  0.111
C12 -2.05530 0.96060 4.16808  -0.877
C13 -5.23650 1.49131 -0.50261  -0.874
C14 -5.11759 1.16243 -1.87181  -0.247
C15 2.15909 -1.95424 1.53502  -1.925
C16 -1.51127 -0.82635 1.11558  -0.881
C17 2.71587 1.66748 -2.55974  -1.421
C18 -0.36707 0.94927 2.22955  0.131
C19 -2.62776 0.90999 -1.82922  -0.019
C20 0.97878 0.15701 1.89182  -0.571
H1 -3.96064 2.08679 0.87129  0.851
H2 3.97868 0.22325 -4.20077  0.349
H3 0.13458 0.70621 4.25776  0.331
H4 -1.69008 2.23515 4.17659  0.118
H5 4.95482 1.66613 -3.90179  0.473
H6 1.94757 1.75109 -1.64284  0.114
H7 3.66405 -2.05757 -3.18519  0.615
H8 5.41264 0.12045 -3.28747  0.426
H9 2.65981 -1.53512 2.08604  1.003
H10 -6.17256 0.71512 -2.31702  0.193
H11 -3.92489 0.46803 -3.52329  0.544
H12 -2.16710 1.07830 5.21904  0.531
H13 -1.84474 0.55318 -2.29513  0.763
H14 1.70443 -2.87460 1.34988  0.497
H15 -2.90234 0.69965 2.61008  0.383
H16 1.31172 0.59740 0.81655  -0.051
H17 0.00972 2.12264 2.31841  0.294
H18 0.19239 -1.13253 -0.38585  0.703
H19 -1.31539 2.39329 0.61313  0.953
H20 2.79849 2.60176 -2.93197  0.498
H21 -1.77268 -1.34808 1.85726  0.728
H22 -2.26343 -0.94461 0.10170  0.229
H23 4.35453 1.53657 -1.56476  0.104
H24 -0.51768 1.27177 -0.60484  -0.195
H25 -0.80748 -0.65731 3.91913  0.274
H26 1.72230 0.40191 2.61400  0.764
H27 1.76821 1.09472 -3.22649  0.148
H28 -0.47040 -2.48478 0.43847  0.556
H29 -6.13298 1.84312 -0.07595  0.408

Calculated values
Charge   0
2S+1   1
Max |F|   19.23 eV/Å
HOMO   -0.283 Ha



Ordered energy results: -988.24125; -3223.79421; -1567.15517; -1416.42518; unit hartree.
Ordered HOMO-LUMO gap results: 8.7; 8.0; 8.9; 8.2; unit eV.
Ordered lowest unoccupied orbital energy results: 0.75; -0.05; 0.18; 0.49; unit eV.